[1]
This record from the Open Molecules 2025 dataset describes C4H7NO as an isolated structure. The level of theory is the ωB97M-V functional and the def2-TZVPD basis.

Geometry as XYZ:
```
13
Properties=species:S:1:pos:R:3
H -1.2852 0.4476 -1.2375
C 0.4631 -1.0966 0.2951
H -0.3831 -0.3616 2.2124
N -0.2071 0.9809 0.5840
H 1.4175 -1.3023 0.8098
C 0.8025 0.5256 -0.4473
C -0.5368 1.1087 -0.7986
H 1.7341 1.0784 -0.5345
H -1.5928 -0.6513 0.9119
O 0.0862 -1.8568 -0.7157
C -0.5674 -0.3441 1.1352
H -0.5268 2.1310 -1.1657
H 0.5958 -0.6596 -1.0492
```

Lowest unoccupied orbital energy: 0.85 eV
Largest force on an atom: 0.0083 Eh/bohr
Energy: -286.40866 a.u.
Highest occupied orbital energy: -9.16 eV


[2]
This record from the Open Molecules 2025 dataset describes a single C4H7NO molecule. The level of theory is the ωB97M-V functional and the def2-TZVPD basis.

Geometry as XYZ:
```
13
Properties=species:S:1:pos:R:3
O -0.0741 -0.5327 -2.8367
H -1.2850 1.2364 1.1608
H 1.1693 -0.1900 -1.2891
C -0.4487 0.6897 0.7125
H 1.2176 -1.5179 2.5706
C 0.9754 -0.6424 1.9663
N -0.2033 -0.4885 1.5371
H -1.0177 -0.4788 -3.0409
H 1.7936 0.0657 1.7606
H 0.4226 1.3673 0.7106
H -1.8574 0.3207 -0.9939
C 0.1170 -0.1260 -1.5581
C -0.8092 0.2964 -0.6998
```

Lowest unoccupied orbital energy: 0.98 eV
SMILES: C=NC/C=C/O
Largest force on an atom: 0.0084 Eh/bohr
Energy: -286.55002 a.u.
Highest occupied orbital energy: -8.93 eV


[3]
This record from the Open Molecules 2025 dataset describes a 2-piece molecular cluster, C4H7NO overall. The level of theory is the ωB97M-V functional and the def2-TZVPD basis.

Geometry as XYZ:
```
13
Properties=species:S:1:pos:R:3
N -0.8716 0.3618 -0.6425
O -0.7933 -2.1702 -0.0080
H -2.1123 1.8244 0.2902
C 1.2800 -0.9449 -0.3517
C 0.0719 -1.3675 -0.1082
H 3.2924 -0.4695 -0.6455
C -1.4927 0.9537 0.5294
C 2.4498 -0.4888 0.0324
H 2.6530 -0.1456 1.0428
H -0.1017 0.9235 -1.0467
H -0.7113 1.2603 1.2230
H -1.5554 0.0648 -1.3299
H -2.1088 0.1979 1.0147
```

Lowest unoccupied orbital energy: 0.79 eV
SMILES: C=C=C=O.CN
Largest force on an atom: 0.0238 Eh/bohr
Energy: -286.50020 a.u.
Highest occupied orbital energy: -8.10 eV


[4]
This record from the Open Molecules 2025 dataset describes a single C4H7NO molecule. The level of theory is the ωB97M-V functional and the def2-TZVPD basis.

Geometry as XYZ:
```
13
Properties=species:S:1:pos:R:3
H 1.7958 0.3053 -0.9867
H 1.1813 -1.6334 0.1958
H -1.3539 -1.7460 0.5386
C 1.1778 0.5269 -0.1093
C -1.0179 1.3402 -0.3150
H 1.8491 0.9928 0.6208
C 0.5836 -0.7609 0.4839
C -0.8353 -0.9651 -0.0210
H 0.5745 -0.7169 1.5776
H -1.7504 2.1184 -0.5267
O -1.6273 0.2133 0.1242
N 0.2161 1.5514 -0.4901
H -0.8311 -1.2375 -1.0840
```

Lowest unoccupied orbital energy: 0.97 eV
SMILES: C1=NCCCO1
Largest force on an atom: 0.0104 Eh/bohr
Energy: -286.58844 a.u.
Highest occupied orbital energy: -9.65 eV


[5]
This record from the Open Molecules 2025 dataset describes a single C4H7NO molecule. The level of theory is the ωB97M-V functional and the def2-TZVPD basis.

Geometry as XYZ:
```
13
Properties=species:S:1:pos:R:3
H -1.7388 -0.4631 -2.1480
H -2.2258 0.6423 -1.0069
H -1.0850 -1.2078 0.3501
C 1.9115 0.3572 0.8002
N 1.1576 -0.0271 1.8887
C -1.2692 0.2278 -1.3330
H 0.2589 -1.3092 -0.7491
O 2.9683 0.3452 0.3298
H -0.7905 1.0258 -1.6936
H 0.9206 -0.8815 2.3737
C -0.4496 -0.5963 -0.3808
H -0.1691 1.4242 0.8421
C 0.5111 0.4625 0.7270
```

Lowest unoccupied orbital energy: 1.00 eV
SMILES: CC[C@H]1NC1=O
Largest force on an atom: 0.1413 Eh/bohr
Energy: -286.49636 a.u.
Highest occupied orbital energy: -9.60 eV


[6]
This record from the Open Molecules 2025 dataset describes a 2-piece molecular cluster, C4H7NO overall. The level of theory is the ωB97M-V functional and the def2-TZVPD basis.

Geometry as XYZ:
```
13
Properties=species:S:1:pos:R:3
C -1.3737 -1.2786 -0.2542
O 0.4277 1.6582 0.6710
H -0.9502 -1.7154 0.6548
C -1.2923 0.2494 -0.2145
C 0.1118 0.7618 -0.0879
H 2.3162 1.4669 0.7711
C 3.6719 -0.2165 0.4840
H -2.4178 -1.5974 -0.3217
N 3.0305 0.7534 0.6483
H -1.8524 0.6715 0.6244
H -1.7152 0.6669 -1.1383
H -0.8405 -1.7009 -1.1136
H 0.8841 0.2806 -0.7234
```

Lowest unoccupied orbital energy: 0.61 eV
Largest force on an atom: 0.0252 Eh/bohr
Energy: -286.55401 a.u.
Highest occupied orbital energy: -10.69 eV


[7]
This record from the Open Molecules 2025 dataset describes C4H7NO as an isolated structure. The level of theory is the ωB97M-V functional and the def2-TZVPD basis.

Geometry as XYZ:
```
13
Properties=species:S:1:pos:R:3
H 2.5791 0.7530 0.2316
C 0.5931 0.0136 -0.0694
H 2.1837 -0.7338 1.1256
H -1.3871 1.1982 -1.2659
N -0.2060 0.9225 0.5278
H -2.1307 -1.4047 -0.6583
O -0.1080 -1.0000 -0.5403
H -0.8061 -0.0152 1.2164
C -1.4445 -0.7216 -0.1509
C 2.0478 -0.1994 0.1724
H 2.4781 -0.8180 -0.6211
H -2.3134 1.2378 0.2846
C -1.4860 0.7676 -0.2525
```

Lowest unoccupied orbital energy: 0.85 eV
Largest force on an atom: 0.0113 Eh/bohr
Energy: -286.46869 a.u.
Highest occupied orbital energy: -8.19 eV


[8]
This record from the Open Molecules 2025 dataset describes a single C4H7NO molecule. The level of theory is the ωB97M-V functional and the def2-TZVPD basis.

Geometry as XYZ:
```
13
Properties=species:S:1:pos:R:3
H -1.5597 -1.1460 -1.1821
C -0.1331 0.1284 -0.0048
N -0.9164 1.2102 0.5456
O 0.1464 -1.9439 -0.1872
C -0.4974 -0.9490 -1.0064
H -0.7142 1.2875 1.5425
H 0.0081 -1.1615 1.7636
H 0.0278 1.9647 -1.2172
H 0.0293 -0.8287 -1.9628
C 0.5182 -0.9777 0.8061
H 1.6014 -0.9305 0.9779
H 1.2128 1.8360 0.1844
C 0.2769 1.5106 -0.2598
```

Lowest unoccupied orbital energy: 1.03 eV
SMILES: C1NC12COC2
Largest force on an atom: 0.0072 Eh/bohr
Energy: -286.51795 a.u.
Highest occupied orbital energy: -9.55 eV